Density functional theory data (the ωB97M-V functional and the def2-TZVPD basis) for a cluster of 3 separate species, C30H60N2O12P2S3 in total.

```
109
Properties=species:S:1:pos:R:3:forces:R:3:lowdin_charge:R:1
C 0.407869 -1.952240 -2.295353 -0.61 0.79 0.28 -0.119
O -0.390014 -2.967580 -2.914393 0.91 -0.55 0.88 -0.205
C -0.229935 -4.246198 -2.254795 -0.92 -0.25 -0.36 -0.207
C -0.695091 -4.252693 -0.741539 -0.12 -0.75 0.33 -0.160
C 0.290859 -4.988566 0.268864 -0.69 0.44 -0.11 -0.179
C 1.825587 -4.659521 0.086598 0.72 -0.83 0.58 -0.193
C 2.489222 -3.936971 1.344556 -0.54 -0.18 0.23 -0.172
C 2.608500 -2.365591 1.116571 -0.28 -0.99 -0.51 -0.136
C 4.056608 -1.848892 0.746107 -0.05 0.14 -1.17 -0.397
C 4.980448 -1.451977 1.966292 0.03 0.48 -0.06 -0.149
C 4.263650 -0.764298 3.186296 0.52 0.19 0.50 -0.248
C 3.664783 0.669056 2.884187 -0.52 -0.31 -0.73 -0.465
S 3.530557 1.617092 4.465884 -0.50 0.55 -0.41 0.879
C 2.398758 3.008824 4.252530 -0.77 0.20 0.46 -1.055
S 1.500444 3.504233 5.549573 1.05 -0.52 -1.28 0.683
N 2.252924 3.695889 2.980985 -0.21 0.47 -1.89 -0.162
C 1.148997 3.614782 2.115803 -1.02 0.97 -2.94 -0.085
C 1.383998 4.416433 0.906227 1.44 -1.70 4.58 -0.086
N 2.662167 5.007608 1.123148 -0.91 -1.19 1.24 0.024
C 3.121468 4.578148 2.313398 0.20 0.36 -1.43 -0.168
C 4.870506 -2.912770 -0.136891 0.23 -0.14 1.01 -0.135
C 6.208623 -2.324740 -0.732488 0.52 -1.62 0.58 -0.193
O 6.032416 -1.468815 -1.889488 -1.90 0.60 1.70 -0.222
S 4.533853 -0.758066 -1.900469 -0.79 2.39 -4.45 0.699
O 4.717960 0.592783 -2.440118 0.40 -1.65 1.69 -0.303
O 3.697642 -1.550226 -2.802493 0.78 -0.20 2.23 -0.296
C 3.842433 -0.560608 -0.221244 1.10 -0.18 2.09 -0.134
H 1.414277 -2.301750 -1.944286 -0.81 0.18 -0.60 0.055
H 0.519516 -1.112264 -3.030688 0.07 -0.90 0.62 0.104
H -0.160480 -1.533574 -1.408632 0.69 -0.33 -0.71 0.086
H 0.808405 -4.643534 -2.431226 -0.77 0.52 0.42 0.119
H -0.922448 -4.940485 -2.820229 0.81 0.80 0.54 0.126
H -0.933184 -3.239883 -0.320263 0.35 -0.76 -0.77 0.089
H -1.668267 -4.830646 -0.706683 0.98 0.81 0.07 0.111
H 0.059887 -6.094985 0.207196 0.66 1.15 0.01 0.112
H -0.037678 -4.676166 1.307878 0.40 -0.39 -1.07 0.087
H 2.067735 -4.038308 -0.815500 -0.52 -0.64 0.72 0.074
H 2.351458 -5.652660 -0.067569 -0.45 1.14 0.10 0.116
H 3.475899 -4.417703 1.608674 -0.95 0.64 -0.36 0.102
H 1.821473 -4.138612 2.238056 0.76 0.29 -0.92 0.104
H 2.127707 -1.850957 1.988894 0.75 -0.11 -0.76 0.097
H 1.951558 -2.138877 0.220538 0.65 -0.21 1.07 0.099
H 5.764505 -0.734893 1.568734 -0.79 -0.77 0.56 0.121
H 5.557755 -2.350651 2.336279 -0.80 0.82 -0.31 0.131
H 3.436973 -1.413031 3.578184 0.78 0.55 -0.30 0.108
H 5.032042 -0.689626 4.017865 -0.83 -0.03 -0.90 0.111
H 4.279021 1.257671 2.144469 -0.69 -0.67 0.76 0.084
H 2.611807 0.494330 2.509119 1.19 0.54 0.12 0.087
H 0.206049 3.041450 2.268697 1.26 0.37 0.46 0.115
H 0.703846 4.522598 0.025729 1.05 0.03 0.99 0.091
H 4.132559 4.891981 2.676821 -1.31 -0.57 -0.08 0.136
H 4.232586 -3.386461 -0.932299 0.66 0.64 0.62 0.123
H 5.190117 -3.747483 0.558995 -0.30 0.88 -0.83 0.123
H 6.847622 -1.818939 0.053553 -0.92 -0.28 -0.90 0.126
H 6.827207 -3.203820 -1.080137 -0.69 1.00 0.15 0.136
H 2.770169 -0.220482 -0.242846 1.10 -0.49 -0.72 0.130
H 4.415871 0.286926 0.257471 -0.47 -0.74 -1.05 0.098
C -3.127355 3.598766 -5.871541 -0.08 0.08 0.04 -0.083
C -1.609827 3.605080 -5.847388 -0.03 -0.28 -0.21 -0.285
O -1.079886 4.827803 -5.348424 -0.67 -0.28 0.29 -0.240
P -1.451496 5.272800 -3.804804 6.48 3.67 -4.65 0.698
O -0.598993 4.233923 -3.096938 -4.01 -0.74 1.61 -0.212
O -0.385288 6.518343 -3.564777 -0.92 0.01 0.54 -0.251
C 0.341159 6.581660 -2.334939 0.59 -0.15 -0.01 -0.291
C 1.769432 6.104054 -2.541055 0.14 0.12 -0.03 -0.070
O -2.574107 6.393166 -4.380243 -1.40 -2.55 2.39 -0.251
C -2.239603 7.522393 -5.192133 -0.06 0.94 -0.50 -0.272
C -2.017802 7.208029 -6.660220 0.34 -0.33 -0.05 -0.074
H -3.535218 3.625509 -4.855344 -0.03 -0.07 -0.01 0.072
H -3.501269 2.699857 -6.365771 0.04 0.00 0.08 0.081
H -3.518196 4.472427 -6.394879 0.06 -0.06 -0.01 0.065
H -1.229916 2.770077 -5.252966 0.01 0.01 0.02 0.110
H -1.228185 3.484942 -6.863174 0.09 0.14 0.08 0.121
H -0.159982 6.001863 -1.557922 0.03 -0.03 -0.10 0.082
H 0.345384 7.622197 -2.000246 -0.11 0.00 -0.16 0.118
H 1.814121 5.193271 -3.139297 -0.19 -0.05 0.16 0.077
H 2.258108 5.919833 -1.582034 0.04 0.05 -0.02 0.057
H 2.342611 6.860658 -3.081589 -0.01 0.00 0.06 0.075
H -1.400100 8.084718 -4.787415 0.05 -0.31 0.13 0.110
H -3.103849 8.188889 -5.123818 -0.14 -0.27 0.21 0.118
H -1.043753 6.751371 -6.829626 -0.06 -0.06 0.01 0.073
H -2.043270 8.129988 -7.246064 -0.12 0.07 0.16 0.080
H -2.782867 6.530866 -7.045153 0.00 0.11 0.03 0.069
C -7.190799 -4.505163 2.538598 0.03 -0.06 0.10 -0.082
C -6.488773 -3.314759 1.911397 -0.29 0.01 -0.20 -0.285
O -5.457626 -2.793155 2.741924 -0.21 -0.75 0.01 -0.241
P -4.190662 -3.775314 3.131975 -0.18 8.77 1.06 0.704
O -3.538767 -3.760783 1.761245 -0.57 -4.45 0.56 -0.209
O -3.127025 -2.678748 3.771607 0.30 -0.88 0.48 -0.246
C -1.750019 -2.770134 3.387504 0.09 0.21 -0.19 -0.288
C -1.412570 -1.734328 2.333817 0.01 0.32 0.02 -0.070
O -4.838211 -4.014010 4.670485 0.71 -3.16 -1.97 -0.250
C -5.026575 -2.973312 5.634743 -0.16 0.53 0.95 -0.270
C -6.255139 -2.111276 5.409991 0.01 0.19 -0.44 -0.073
H -6.511762 -5.360574 2.622534 -0.04 -0.04 -0.05 0.072
H -8.048762 -4.808494 1.935367 0.09 -0.01 -0.02 0.081
H -7.537810 -4.273707 3.546444 -0.01 0.03 -0.08 0.065
H -6.075055 -3.581145 0.935225 0.03 0.00 0.00 0.110
H -7.207764 -2.508405 1.753944 0.15 0.07 0.08 0.121
H -1.513094 -3.771888 3.024219 -0.08 0.06 -0.02 0.089
H -1.147070 -2.606280 4.284853 -0.15 0.04 0.05 0.118
H -2.175076 -1.686462 1.555688 0.07 -0.24 0.00 0.077
H -0.447658 -1.961283 1.873384 0.01 0.03 -0.02 0.055
H -1.360640 -0.737194 2.777916 0.06 -0.04 0.02 0.076
H -4.138061 -2.355152 5.750480 0.04 -0.12 -0.31 0.110
H -5.155412 -3.489583 6.589935 0.04 -0.31 -0.22 0.119
H -6.098100 -1.390559 4.608827 -0.04 -0.07 -0.02 0.073
H -6.478315 -1.539033 6.313559 0.10 -0.17 0.10 0.081
H -7.128329 -2.716003 5.157562 0.06 0.01 0.10 0.070
```
Forces are in eV/Å.

**SMILES**: COCCCCCC[C@@]1(CCCSC(=S)n2ccnc2)CCOS(=O)(=O)C1.CCOP(=O)(OCC)OCC.CCOP(=O)(OCC)OCC
**E_HOMO**: -0.3248 hartree
**Frontier orbital gap**: 7.170 eV
**Calculated total energy**: -4068.51824 hartree

Density functional theory data (the ωB97M-V functional and the def2-TZVPD basis) for the molecule C4H5NO.

```
11
Properties=species:S:1:pos:R:3:forces:R:3:lowdin_charge:R:1
N 1.665944 0.215330 -1.328721 -0.29 -0.32 0.11 0.111
C 0.938558 -0.788167 -1.076912 0.03 0.17 0.03 -0.307
O -0.072997 -0.792205 -0.179558 -0.14 0.12 0.12 -0.106
C -0.349908 0.449444 0.492386 0.29 0.45 0.05 -0.221
C -2.192382 -0.737482 1.206527 -0.36 0.31 0.59 0.195
C -1.549830 0.362078 1.460097 0.13 -0.75 -0.71 -0.215
H 2.358909 -0.025243 -2.037953 -0.17 0.07 0.18 0.054
H 1.017726 -1.778900 -1.537665 -0.08 0.18 0.16 0.136
H -0.564356 1.206027 -0.263295 0.20 0.09 0.09 0.122
H 0.519723 0.728780 1.081847 0.18 0.18 -0.13 0.120
H -1.771387 1.160338 2.183245 0.20 -0.49 -0.48 0.112
```
Forces are in eV/Å.

**Energy above the lowest of the compared OMol25 structures with the same formula, charge and spin**: 107.4 kcal per mole
**E_HOMO**: -0.3802 hartree
**Frontier orbital gap**: 10.159 eV
**Calculated total energy**: -285.24345 hartree

Density functional theory data (the ωB97M-V functional and the def2-TZVPD basis) for a structure of composition C31H24N2O5Sn.

```
63
Properties=species:S:1:pos:R:3:forces:R:3:lowdin_charge:R:1
Sn 0.117701 -1.186953 2.318828 0.03 0.04 -0.08 1.352
C -0.033033 1.554464 -1.712624 0.01 -0.03 0.00 -0.010
O 0.792137 1.769676 -0.552728 0.05 -0.02 -0.07 -0.147
C 0.241982 2.586370 0.418744 -0.03 -0.04 0.08 -0.242
C 0.737056 3.868652 0.575037 -0.02 0.01 0.00 0.004
C 0.214200 4.691180 1.562926 0.03 0.01 -0.02 -0.074
C -0.806103 4.231805 2.382629 -0.03 -0.03 0.01 -0.076
C -1.302154 2.946743 2.222324 0.01 0.05 0.00 -0.015
C -0.775343 2.114442 1.244466 -0.04 -0.05 -0.01 -0.194
N -1.213682 0.758674 1.108221 -0.01 0.03 0.01 -0.025
N -2.453791 0.679269 0.940727 0.04 -0.06 0.00 0.110
C -3.071421 -0.547285 0.781916 0.00 0.01 0.00 -0.142
C -2.419740 -1.790239 0.693582 0.01 0.00 -0.01 -0.331
O -1.138662 -1.984070 0.857258 0.01 0.02 -0.01 -0.272
C -3.199205 -2.943986 0.366050 -0.01 0.00 0.00 0.005
C -4.537274 -2.865635 0.184235 0.00 0.01 0.00 -0.009
C -5.237000 -1.629283 0.302333 -0.01 0.00 0.00 -0.175
C -6.633644 -1.561580 0.121953 0.01 0.00 0.00 -0.040
C -7.295030 -0.368754 0.228035 0.00 0.00 0.00 -0.088
C -6.567559 0.797718 0.517992 0.00 0.00 0.00 -0.080
C -5.209002 0.757305 0.697810 0.00 -0.01 -0.01 -0.031
C -4.505046 -0.462622 0.596133 0.02 0.02 0.01 -0.103
H 0.615564 1.117448 -2.467767 -0.01 -0.01 -0.01 0.080
H -0.430995 2.508329 -2.058676 0.01 0.01 -0.01 0.104
H -0.847984 0.866411 -1.484419 -0.01 0.03 0.01 0.091
H 1.526836 4.203646 -0.084508 0.00 0.00 0.00 0.125
H 0.604673 5.691869 1.690714 0.00 0.00 0.00 0.106
H -1.213505 4.872712 3.152909 0.00 0.00 0.00 0.106
H -2.092250 2.566984 2.856842 0.00 -0.01 0.00 0.115
H -2.664567 -3.881162 0.286395 0.00 0.00 0.00 0.122
H -5.104387 -3.758865 -0.051916 0.00 0.00 0.00 0.118
H -7.172805 -2.474258 -0.102791 0.00 0.00 0.00 0.111
H -8.366830 -0.320503 0.089514 0.00 0.00 0.00 0.100
H -7.086904 1.743999 0.601596 0.00 0.00 0.00 0.102
H -4.661879 1.661859 0.918132 0.00 0.00 0.00 0.099
O 1.549849 -0.364637 0.804535 -0.05 -0.02 -0.02 -0.190
C 2.507498 -1.247956 0.178729 -0.04 -0.02 -0.05 -0.284
C 2.280170 -2.663239 0.790138 0.01 0.19 0.23 -0.567
O 2.918594 -3.593921 0.364667 -0.02 -0.13 -0.12 0.105
O 1.422444 -2.714623 1.766074 0.04 -0.04 -0.05 -0.214
C 3.914810 -0.757119 0.493455 0.02 0.01 0.01 -0.148
C 5.016959 -1.549724 0.178338 0.02 0.02 -0.03 -0.019
C 6.300793 -1.084252 0.412249 -0.01 -0.02 0.00 -0.068
C 6.505221 0.175732 0.958916 -0.02 0.01 0.01 -0.090
C 5.412447 0.966874 1.272699 0.01 0.00 0.00 -0.077
C 4.123007 0.504050 1.040587 0.00 -0.04 0.02 -0.017
C 2.197200 -1.266169 -1.316032 0.00 -0.01 0.05 -0.130
C 2.974910 -0.572193 -2.234014 0.00 -0.02 0.00 -0.012
C 2.620727 -0.552040 -3.578305 0.01 0.01 0.00 -0.080
C 1.485718 -1.219105 -4.010871 -0.01 0.01 0.00 -0.091
C 0.699341 -1.905936 -3.093504 0.00 -0.01 -0.01 -0.066
C 1.052815 -1.930732 -1.755024 0.00 0.01 0.01 -0.006
H 1.288471 0.362158 0.188326 -0.05 0.08 0.04 0.072
H 4.857223 -2.531011 -0.245829 0.01 0.00 0.00 0.118
H 7.146663 -1.712934 0.165651 0.00 0.00 0.00 0.104
H 7.509650 0.535741 1.140045 0.00 0.00 0.00 0.100
H 5.557226 1.950194 1.701662 0.00 0.00 0.00 0.102
H 3.281569 1.132871 1.296402 -0.01 0.00 -0.01 0.111
H 3.865261 -0.052220 -1.906533 0.01 0.00 0.01 0.121
H 3.240089 -0.016354 -4.286289 0.00 0.00 0.00 0.105
H 1.214747 -1.208339 -5.058800 0.00 0.00 0.00 0.103
H -0.186309 -2.433297 -3.423796 -0.01 0.00 0.00 0.107
H 0.432576 -2.466182 -1.045349 0.00 0.00 0.01 0.116
```
Forces are in eV/Å.

**Energy above the lowest of the compared OMol25 structures with the same formula, charge and spin**: 0.0 kcal per mole
**E_HOMO**: -0.2950 hartree
**Frontier orbital gap**: 7.335 eV
**Calculated total energy**: -1895.77259 hartree

Density functional theory data (the ωB97M-V functional and the def2-TZVPD basis) for the molecule C11H15NO3S.

```
31
Properties=species:S:1:pos:R:3:forces:R:3:lowdin_charge:R:1
O -0.258813 -2.159372 -0.385587 0.76 -1.10 -0.30 -0.289
S -0.325018 -0.743904 -0.479537 -4.18 3.48 -3.08 0.740
O 0.160186 0.103764 -1.634571 -1.26 -2.57 2.83 -0.327
N 0.217417 -0.135763 0.915200 -1.90 -5.66 1.49 -0.136
C 1.040903 0.905503 0.872265 3.56 4.36 4.98 -0.255
C 2.553233 0.555198 0.886829 0.96 -1.14 4.51 -0.289
C 3.429928 1.054708 -0.212570 4.67 -1.59 6.87 -0.238
C 3.186363 0.160185 -1.166166 0.11 -9.94 -10.10 -0.168
C 3.032597 -1.483095 -0.459604 -3.06 8.76 1.78 0.011
O 2.670077 -0.889237 0.846556 -0.03 0.64 1.99 -0.201
C -2.252699 -0.359437 -0.317698 0.70 -2.13 3.61 -0.152
C -3.120529 -1.161687 0.605560 10.35 -0.38 -5.42 -0.079
C -4.337377 -0.829177 0.737734 -6.09 -3.37 3.88 -0.240
C -4.906126 0.315949 0.410359 1.33 5.83 -5.86 0.017
C -4.036021 1.333133 -0.685393 1.55 -7.99 6.67 0.131
C -2.620578 0.874102 -0.686529 -9.94 -2.24 2.74 -0.102
H 0.580469 -1.037214 1.336273 -0.12 1.55 0.22 0.155
H 0.861359 1.287121 -0.008456 -0.69 3.00 -4.57 0.041
H 0.814508 1.800583 1.684836 0.42 -2.37 -1.75 0.184
H 3.023793 0.951275 1.937842 -1.21 -1.21 -2.23 0.182
H 4.561129 0.966822 0.206333 -2.49 0.49 -0.96 0.190
H 3.192986 1.980542 -0.366253 -1.02 5.64 -1.39 0.074
H 2.245658 0.287284 -1.864146 2.21 -0.10 1.46 0.124
H 4.123170 -0.312726 -1.811300 -2.11 2.43 0.75 0.153
H 3.933619 -1.830145 -0.231411 3.55 -2.51 -0.19 0.062
H 2.122926 -1.943520 -0.617744 -0.91 -2.01 -1.76 0.057
H -2.560444 -2.081198 0.719925 -0.97 -0.55 1.05 0.107
H -4.933628 -1.679112 1.277466 0.47 1.93 -0.75 0.157
H -5.959105 0.472732 0.528587 -0.27 0.31 0.14 0.074
H -4.401683 2.262472 -0.823921 -0.94 2.87 -0.94 0.022
H -2.038289 1.334204 -1.214893 6.56 5.58 -5.66 -0.004
```
Forces are in eV/Å.

**SMILES**: O=S(=O)(NC[C@@H]1CCCO1)c1ccccc1
**Energy above the lowest of the compared OMol25 structures with the same formula, charge and spin**: 0.0 kcal per mole
**E_HOMO**: -0.3271 hartree
**Frontier orbital gap**: 8.835 eV
**Calculated total energy**: -1106.43291 hartree